Record 1
The following is a DFT calculation (ωB97M-V/def2-TZVPD) of C30H44BrCrN3P2 as an isolated structure.

```
81
Properties=species:S:1:pos:R:3
C -0.21326 7.10348 -3.52833
C -0.36773 5.73196 -3.82722
C -0.70088 5.35083 -5.14641
C -0.79306 6.35904 -6.11846
N -0.60706 7.63995 -5.81805
C -0.32774 8.02629 -4.57846
C -0.19285 4.75211 -2.79009
C 0.01007 3.98071 -1.86976
C 0.14359 2.96570 -0.91558
C 1.14859 3.04120 0.05500
C 1.28206 1.99681 0.96438
C 0.44950 0.90585 0.78825
C -0.61457 0.83828 -0.12058
C -0.76608 1.89594 -0.99950
Cr -0.01523 -0.60060 2.05595
P 2.14398 -1.32937 1.28405
H -0.89420 4.31443 -5.42425
H -0.01664 7.45728 -2.51601
H -1.02377 6.11164 -7.15637
H -0.18888 9.09276 -4.39271
H -1.56560 1.91338 -1.74817
H 1.80522 3.91106 0.07813
H -1.32093 0.00002 -0.13854
H 1.98871 2.04854 1.78424
C 2.41081 -2.93104 2.12910
C 3.50881 -3.82410 1.54976
H 1.43683 -3.45348 2.12581
H 2.60077 -2.67051 3.18435
H 3.64116 -4.70955 2.18599
H 3.25463 -4.18588 0.54772
H 4.47747 -3.31592 1.49997
C 2.33652 -1.53993 -0.52594
C 3.29851 -0.61326 -1.26507
H 1.33123 -1.38312 -0.94038
H 2.58183 -2.60004 -0.69632
H 3.18100 -0.76833 -2.34573
H 3.07870 0.44566 -1.06937
H 4.35090 -0.81066 -1.02108
C 3.51469 -0.22690 1.79448
C 4.92280 -0.80326 1.84813
H 3.23188 0.14668 2.79448
H 3.47074 0.64165 1.12618
H 5.62067 0.00226 2.11646
H 5.00931 -1.58277 2.61213
H 5.25329 -1.20171 0.88150
Br 1.20354 0.13580 4.11547
P -1.98778 -3.22563 -1.12173
C -0.18014 -3.51949 -1.07574
C 0.17315 -4.93729 -1.52462
H 0.16386 -3.31034 -0.04961
H 0.28255 -2.78561 -1.75147
H 1.22616 -4.99895 -1.82057
H -0.00065 -5.66139 -0.72041
H -0.43206 -5.23804 -2.39117
C -2.49669 -2.94823 0.61211
C -3.86002 -3.61632 0.83413
H -2.53336 -1.86238 0.79667
H -1.72771 -3.38474 1.27040
H -4.06387 -3.75251 1.90108
H -4.66445 -3.00745 0.40716
H -3.89958 -4.60732 0.35997
C -2.15456 -1.59162 -1.96367
C -2.48502 -1.77005 -3.44585
H -1.22365 -1.02604 -1.83318
H -2.96111 -1.05020 -1.44717
H -2.89053 -0.84448 -3.86474
H -1.58961 -2.03429 -4.01787
H -3.23033 -2.56049 -3.59204
N -2.04857 -1.54964 3.95139
C -2.35427 -0.20114 3.81865
C -3.37244 0.40201 4.56590
C -3.38670 1.78701 4.65948
C -2.49809 2.50421 3.84242
C -1.73985 1.83352 2.90057
N -1.63444 0.47597 2.90816
H -1.07578 -1.75803 4.20069
H -2.68154 -2.01648 4.59591
H -4.07044 -0.25499 5.08691
H -4.06734 2.30623 5.32944
H -2.42763 3.58693 3.89183
H -1.18690 2.35839 2.11773
```

Computed properties:
Kohn-Sham gap (alpha / beta) = 6.0 / 3.1 eV
Spin multiplicity = 5
Net charge = +2
Energy relative to the best compared isomer or geometry (same formula, charge and spin) = 31.9 kJ/mol

Formally, the Mulliken partial charges of the atoms, in units of the elementary charge, are as follows: number 1, C, carries -0.44; number 2, C, carries 0.44; number 3, C, carries -0.44; number 4, C, carries -0.34; number 5, N, carries -0.56; number 6, C, carries -0.34; number 7, C, carries 0.22; number 8, C, carries -1.06; number 9, C, carries 1.16; number 10, C, carries -0.99; number 11, C, carries -1.20; number 12, C, carries 0.44; number 13, C, carries 0.37; number 14, C, carries -1.03; number 15, Cr, carries -0.36; number 16, P, carries 0.84; number 17, H, carries 0.39; number 18, H, carries 0.40; number 19, H, carries 0.37; number 20, H, carries 0.38; number 21, H, carries 0.52; number 22, H, carries 0.53; number 23, H, carries 0.65; number 24, H, carries 0.67; number 25, C, carries -0.48; number 26, C, carries -1.10; number 27, H, carries 0.39; number 28, H, carries 0.44; number 29, H, carries 0.40; number 30, H, carries 0.25; number 31, H, carries 0.24; number 32, C, carries 0.82; number 33, C, carries -1.49; number 34, H, carries -0.96; number 35, H, carries 0.53; number 36, H, carries 0.46; number 37, H, carries 0.25; number 38, H, carries 0.30; number 39, C, carries -0.09; number 40, C, carries -1.49; number 41, H, carries 0.24; number 42, H, carries 0.34; number 43, H, carries 0.43; number 44, H, carries 0.35; number 45, H, carries 0.29; number 46, Br, carries -0.36; number 47, P, carries 0.18; number 48, C, carries 0.98; number 49, C, carries -1.53; number 50, H, carries -0.71; number 51, H, carries 0.40; number 52, H, carries 0.39; number 53, H, carries 0.39; number 54, H, carries 0.44; number 55, C, carries 0.50; number 56, C, carries -1.43; number 57, H, carries -0.23; number 58, H, carries 0.30; number 59, H, carries 0.38; number 60, H, carries 0.38; number 61, H, carries 0.41; number 62, C, carries 0.10; number 63, C, carries -1.38; number 64, H, carries -0.18; number 65, H, carries 0.64; number 66, H, carries 0.42; number 67, H, carries 0.34; number 68, H, carries 0.38; number 69, N, carries -0.29; number 70, C, carries 0.64; number 71, C, carries -0.84; number 72, C, carries -0.36; number 73, C, carries -0.87; number 74, C, carries -0.17; number 75, N, carries 0.47; number 76, H, carries 0.16; number 77, H, carries 0.29; number 78, H, carries 0.34; number 79, H, carries 0.45; number 80, H, carries 0.43; number 81, H, carries 0.25

---

Record 2
The following is a DFT calculation (ωB97M-V/def2-TZVPD) of C14H25BrNO2Tm as an isolated structure.

```
44
Properties=species:S:1:pos:R:3
C -3.10379 0.64038 2.05200
C -1.79871 -0.17627 2.03851
C -1.61678 -1.18785 0.87781
C -0.37120 -1.07643 -0.08082
C -0.44232 -2.47644 -0.77521
C 0.41618 -2.73948 -1.98254
O 1.52187 -2.39000 -2.32079
Br -0.58280 -3.90743 -3.39060
C 0.91432 -0.93489 0.76331
C 1.70515 0.41868 0.84126
C 2.07026 0.78823 2.24084
C 2.94241 0.38752 -0.06371
N 0.74296 1.53020 0.25917
O 0.43129 2.37326 1.01825
C -0.10903 1.47239 -1.07167
C -1.27529 2.41391 -0.93268
C 0.80004 1.92832 -2.21807
C -0.55636 -0.02154 -1.21198
H -3.70910 0.46646 1.14975
H -3.73470 0.39083 2.91482
H -2.92979 1.72212 2.13958
H -1.70266 -0.74371 2.97446
H -0.94549 0.51144 2.05365
H -1.60939 -2.19818 1.31397
H -2.51334 -1.13812 0.23102
H -1.48112 -2.69554 -1.06333
H -0.15960 -3.28233 -0.06740
H 0.65789 -1.23598 1.79084
H 1.68865 -1.63833 0.41297
H 2.59085 1.75529 2.28745
H 1.20491 0.83674 2.91607
H 2.75955 0.02399 2.62983
H 3.78569 -0.02784 0.50738
H 2.78536 -0.21795 -0.96855
H 3.24575 1.39255 -0.38717
H -1.93808 2.14384 -0.10453
H -0.95076 3.45352 -0.78787
H -1.85141 2.37643 -1.86921
H 0.45116 1.43183 -3.13766
H 1.84618 1.65301 -2.09603
H 0.74515 3.01309 -2.37112
H -1.64081 0.04022 -1.40478
H -0.09027 -0.38830 -2.14150
Tm 1.80717 -4.68764 -2.96572
```

Computed properties:
Kohn-Sham gap (alpha / beta) = 5.9 / 6.4 eV
Spin multiplicity = 4
Net charge = +3

Formally, the Mulliken partial charges of the atoms, in units of the elementary charge, are as follows: number 1, C, carries -1.60; number 2, C, carries 0.22; number 3, C, carries -1.63; number 4, C, carries 2.72; number 5, C, carries -1.52; number 6, C, carries 0.36; number 7, O, carries -0.47; number 8, Br, carries -0.02; number 9, C, carries -2.05; number 10, C, carries 1.60; number 11, C, carries -1.65; number 12, C, carries -1.72; number 13, N, carries 0.87; number 14, O, carries -0.36; number 15, C, carries 1.28; number 16, C, carries -1.53; number 17, C, carries -1.48; number 18, C, carries -1.71; number 19, H, carries 0.39; number 20, H, carries 0.32; number 21, H, carries 0.38; number 22, H, carries 0.57; number 23, H, carries -0.28; number 24, H, carries 0.42; number 25, H, carries 0.58; number 26, H, carries 0.77; number 27, H, carries 0.49; number 28, H, carries 0.44; number 29, H, carries 0.46; number 30, H, carries 0.44; number 31, H, carries 0.35; number 32, H, carries 0.46; number 33, H, carries 0.44; number 34, H, carries 0.36; number 35, H, carries 0.39; number 36, H, carries 0.29; number 37, H, carries 0.48; number 38, H, carries 0.45; number 39, H, carries 0.39; number 40, H, carries 0.39; number 41, H, carries 0.37; number 42, H, carries 0.41; number 43, H, carries 0.29; number 44, Tm, carries 1.62

---

Record 3
The following is a DFT calculation (ωB97M-V/def2-TZVPD) of C20H27N3O3 in the gas phase.

```
53
Properties=species:S:1:pos:R:3
C 0.13038 0.10364 7.74512
H 0.21135 0.69888 8.65349
O 0.86948 0.79502 6.76991
C 0.93732 0.26470 5.51161
C 0.33086 -0.92030 5.10805
C 0.46886 -1.35890 3.80553
C 1.20997 -0.63515 2.87533
C 1.81727 0.54942 3.28003
C 1.67875 0.98863 4.58240
H 2.14693 1.90599 4.90240
H 2.40203 1.13960 2.59263
O 1.27779 -1.16729 1.62003
C 1.99315 -0.46749 0.62692
C 1.86711 -1.24153 -0.68497
C 2.76375 -0.64748 -1.76855
C 2.55356 -1.41645 -3.06811
C 1.07887 -1.38806 -3.45469
N 0.29330 -1.99507 -2.39376
C 0.41334 -1.23902 -1.16021
H -0.21171 -1.71179 -0.40110
H 0.07110 -0.19866 -1.28598
C -1.08113 -2.24935 -2.77892
C -1.79247 -1.00196 -3.18238
N -2.08338 0.01637 -2.43128
C -2.59113 0.92562 -3.31506
N -2.61118 0.47998 -4.53841
O -2.08911 -0.77893 -4.46895
C -3.00032 2.28953 -2.90351
C -1.75956 3.13248 -2.67265
C -1.74947 4.16381 -1.58618
C -0.94298 2.90980 -1.43587
H 0.13235 2.97830 -1.50904
H -1.28602 2.16173 -0.73773
H -2.63639 4.27354 -0.98116
H -1.23009 5.09282 -1.76567
H -1.22483 3.36428 -3.58607
H -3.57015 2.21565 -1.97636
H -3.62073 2.72789 -3.68587
H -1.08943 -2.94291 -3.62374
H -1.59688 -2.70226 -1.92897
H 0.92090 -1.96049 -4.37234
H 0.77703 -0.34258 -3.64442
H 3.15009 -0.98079 -3.87100
H 2.86126 -2.45367 -2.93064
H 2.50346 0.40357 -1.91847
H 3.81094 -0.69626 -1.46429
H 2.16364 -2.27778 -0.50054
H 1.58312 0.54521 0.50223
H 3.05289 -0.38446 0.90896
H 0.00146 -2.27695 3.48626
H -0.25186 -1.51208 5.79596
H -0.92463 0.01549 7.46463
H 0.54107 -0.89459 7.93046
```

Computed properties:
Kohn-Sham gap = 8.7 eV
Energy relative to the best compared isomer or geometry (same formula, charge and spin) = 503.6 kJ/mol
Structure (SMILES) = COc1ccc(OC[C@@H]2CCCN(Cc3nc(CC4CC4)no3)C2)cc1

Formally, the Mulliken partial charges of the atoms, in units of the elementary charge, are as follows: number 1, C, carries -0.83; number 2, H, carries 0.24; number 3, O, carries -0.44; number 4, C, carries 0.74; number 5, C, carries -0.14; number 6, C, carries -0.84; number 7, C, carries 0.14; number 8, C, carries -0.15; number 9, C, carries -0.82; number 10, H, carries 0.39; number 11, H, carries 0.41; number 12, O, carries -0.27; number 13, C, carries -1.08; number 14, C, carries 0.52; number 15, C, carries -0.95; number 16, C, carries -0.87; number 17, C, carries -0.42; number 18, N, carries 0.08; number 19, C, carries -1.01; number 20, H, carries 0.43; number 21, H, carries 0.20; number 22, C, carries -1.10; number 23, C, carries 0.74; number 24, N, carries -0.35; number 25, C, carries 0.59; number 26, N, carries -0.58; number 27, O, carries -0.13; number 28, C, carries -1.00; number 29, C, carries 0.05; number 30, C, carries -0.65; number 31, C, carries -0.46; number 32, H, carries 0.19; number 33, H, carries 0.18; number 34, H, carries 0.23; number 35, H, carries 0.28; number 36, H, carries 0.43; number 37, H, carries 0.31; number 38, H, carries 0.32; number 39, H, carries 0.43; number 40, H, carries 0.44; number 41, H, carries 0.43; number 42, H, carries 0.21; number 43, H, carries 0.42; number 44, H, carries 0.36; number 45, H, carries 0.28; number 46, H, carries 0.40; number 47, H, carries 0.27; number 48, H, carries 0.43; number 49, H, carries 0.55; number 50, H, carries 0.39; number 51, H, carries 0.36; number 52, H, carries 0.33; number 53, H, carries 0.33

---

Record 4
The following is a DFT calculation (ωB97M-V/def2-TZVPD) of C6H11FO in the gas phase.

```
19
Properties=species:S:1:pos:R:3
C 1.81088 -0.99010 0.80001
C 0.83424 -0.46554 -0.27789
C -1.34928 -1.04860 -0.95755
C -1.46647 -0.05697 0.24248
C -0.10258 0.52100 0.35567
C 0.03454 1.87464 -0.28816
H 2.41686 -0.06560 1.19703
H 2.40636 -1.84912 0.40988
H 1.38329 -1.36480 1.76308
H 1.38075 -0.07120 -1.06845
H -1.48989 -0.73353 -2.01038
H -1.99816 -1.94292 -0.73421
H -2.21791 0.80703 0.01226
H 0.09058 0.68099 1.35066
H 0.96263 2.42904 -0.15425
H -0.12416 1.83281 -1.33398
H -0.72912 2.60704 0.07271
O -0.00979 -1.48545 -0.79427
F -1.83273 -0.67871 1.41536
```

Computed properties:
Kohn-Sham gap = 10.9 eV
Energy relative to the best compared isomer or geometry (same formula, charge and spin) = 90.0 kJ/mol
Structure (SMILES) = C[C@H]1[C@H](F)CO[C@@H]1C

Formally, the Mulliken partial charges of the atoms, in units of the elementary charge, are as follows: number 1, C, carries -1.38; number 2, C, carries 0.23; number 3, C, carries -0.52; number 4, C, carries 0.19; number 5, C, carries 0.33; number 6, C, carries -1.81; number 7, H, carries 0.31; number 8, H, carries 0.36; number 9, H, carries 0.31; number 10, H, carries 0.36; number 11, H, carries 0.29; number 12, H, carries 0.27; number 13, H, carries 0.25; number 14, H, carries 0.37; number 15, H, carries 0.38; number 16, H, carries 0.44; number 17, H, carries 0.41; number 18, O, carries -0.46; number 19, F, carries -0.33